Entry 1:
Entry from OMol25: a molecular structure, C12H32ClCrN2O5S3 at a distorted geometry (ωB97M-V/def2-TZVPD).

The geometry in XYZ format:
```
56
Properties=species:S:1:pos:R:3
H -2.89856 -3.74568 1.88275
C -2.50200 3.44203 -1.99357
C 2.74475 -1.12772 3.85853
O -1.81780 -0.78708 0.94385
O -1.10584 1.64737 -0.59261
H 2.34445 -3.71148 1.12356
H -0.35408 5.14755 -1.14798
O 1.84159 1.09785 -0.56318
H -3.89228 -1.72649 3.11544
H 3.08226 -3.81838 2.76783
H -3.88099 0.74684 0.68167
H 2.69691 -0.05627 4.03104
C 4.14152 2.64563 -0.61164
S -0.85023 2.73200 -1.62210
H 3.62769 -1.50925 4.37931
H -1.31800 -2.98725 2.02862
H -2.89996 3.76067 -1.03061
C -3.74434 0.45058 1.72029
C 3.03459 1.63860 -2.83331
Cl 0.22747 1.71204 2.52974
C -0.24737 4.17864 -0.65794
H -1.53991 -2.77311 -2.99861
H 4.11139 2.78105 0.46736
S 2.78999 -1.49866 2.08163
H 1.91837 -1.65465 4.33670
C 0.94963 -2.58708 -2.59368
H -0.79712 4.31796 0.27288
H 5.15462 2.47451 -0.98443
H 1.75057 -2.54831 -1.86438
H -2.27832 4.29738 -2.62367
C 2.30078 -3.38008 2.16003
C -2.31687 -3.00467 2.44105
H 2.72099 0.75218 -3.37963
H 3.92798 2.02568 -3.32512
C -2.79700 -0.73540 1.69029
Cr -0.03605 0.22896 0.52670
O 0.11574 -0.81786 -1.22623
H 1.28632 -3.53322 2.53659
H 0.79505 3.88369 -0.54640
H -3.23515 1.31806 2.14995
C -0.14017 -1.63895 -2.11697
N -3.07053 -1.75509 2.54220
H -3.27416 -1.39514 -3.00362
H -4.56877 0.17772 2.37124
H 2.31086 2.45143 -2.80335
H -2.35506 -3.41317 3.45400
C -2.55361 -1.02490 -2.27881
H -2.33744 0.03403 -2.32697
O 1.46610 -1.00803 1.48508
S 3.24208 1.13248 -1.09285
H -2.88896 -1.20770 -1.25974
N -1.39213 -1.88188 -2.55921
H 1.20420 -2.32859 -3.61935
H 3.86793 3.60045 -1.06909
H -3.07555 2.57022 -2.29637
H 0.51446 -3.58951 -2.55693
```

The expectation value of S² is 20.02. Its frontier orbital gap (spin up / spin down) is 0.1715 / 0.1902 Ha. The value obtained for the LUMO energy (spin up / spin down) is -1.64 / -6.43 eV. The value obtained for the HOMO energy (spin up / spin down) is -0.232 / -0.427 hartree. The spin multiplicity is 9. Its net charge is +1.

Atom charges from the Löwdin analysis, given in e for atoms 1 to 4: atom 1 (H): 0.088, atom 2 (C): -0.222, atom 3 (C): -0.266, atom 4 (O): -0.066

=====

Entry 2:
Entry from OMol25: a molecular structure, C12H32F2O12S4Zn at a distorted geometry (ωB97M-V/def2-TZVPD).

The geometry in XYZ format:
```
63
Properties=species:S:1:pos:R:3
H -0.00904 -1.04747 6.45483
Zn 0.15514 -0.33585 0.52397
H -0.14408 -4.53714 -2.74647
H 1.43533 0.50099 -5.86945
C -2.57926 4.65019 -1.81841
H 6.28770 -3.91682 -0.36652
S 3.01047 0.86958 -3.63131
H -3.91376 -1.52976 7.62669
O -1.85478 -1.49050 4.08339
H -5.38877 -3.66498 8.12348
O 3.36148 -4.92753 -1.80991
O 2.30828 1.94395 -4.75407
H -2.39616 5.92566 -3.45676
C 5.45545 -3.83332 -1.06544
H 4.58980 1.37701 -1.98717
H 3.41678 2.73955 -2.02455
O -0.22193 5.91243 0.97500
H -3.80207 6.34402 -2.39405
C -0.89032 -1.67142 6.60355
H 1.11815 3.46426 -6.09083
H 4.73414 2.55500 -3.25144
H -0.61324 -2.72286 6.67969
H 3.86996 -4.58866 0.05766
H 0.48892 1.36839 -4.64264
H -2.14819 3.85055 -2.42077
O -3.29155 -2.47330 5.88094
H 4.78870 -5.86884 -0.68383
O 1.42091 -3.73977 -0.49072
H -2.62200 5.34758 2.35467
C 1.24283 1.47629 -5.42243
H -4.27289 -4.46161 6.92966
C 0.82233 2.47885 -6.45078
H 1.28626 -5.12729 -3.65394
O 3.95174 0.03821 -4.36478
O -0.89061 3.55306 0.22584
C 0.93644 -4.45922 -2.86691
F 2.57928 -0.34279 2.20221
S 1.76814 -4.89612 -1.33967
O 1.93676 0.34938 -2.76362
H 5.88448 -3.79359 -2.06666
C 4.38640 -4.87118 -0.85970
H -5.04400 -2.08993 6.44394
C 4.00597 2.04368 -2.62182
H -3.62120 -3.80620 8.42171
C -2.80439 5.07890 1.31417
H -3.33512 5.96938 0.97733
O -2.91168 0.02282 5.84344
S -2.24701 -1.23661 5.49826
H 1.24500 -3.45750 -3.16600
H -3.89289 4.91734 -3.43658
C -3.21965 5.54491 -2.85263
H 4.99712 -2.84948 -0.96500
H -3.49623 4.25658 1.13182
H -3.33748 4.21560 -1.16699
H -0.23553 2.56896 -6.69761
H 1.18676 2.16854 -7.43007
C -4.12409 -2.36566 6.95953
C -4.39798 -3.67065 7.66916
H -1.22799 -1.47055 7.62027
O -1.76078 5.54961 -1.08198
S -1.18033 4.99195 0.37180
O 1.35879 -6.29718 -1.01135
F -2.15452 -0.52940 -1.25014
```

Its frontier orbital gap is 0.2226 Ha. The value obtained for the LUMO energy is -4.40 eV. The value obtained for the HOMO energy is -0.384 hartree. As for the energy above the lowest of the compared OMol25 structures with the same formula, charge and spin: 249.67 kcal/mol.

Atom charges from the Löwdin analysis, given in e for atoms 1 to 4: atom 1 (H): 0.077, atom 2 (Zn): 1.236, atom 3 (H): 0.082, atom 4 (H): 0.126

=====

Entry 3:
Entry from OMol25: a molecular structure, C12H32FO4Rb2 at a distorted geometry (ωB97M-V/def2-TZVPD).

The geometry in XYZ format:
```
51
Properties=species:S:1:pos:R:3
H -11.27575 -13.75324 11.55494
O -12.13921 -15.75174 7.15068
H -9.84917 -17.90097 10.56447
C -6.67025 -15.42875 6.41803
Rb -7.77070 -13.56555 9.98044
H -12.98841 -14.23932 11.84125
H -14.05430 -17.24573 6.82942
F -9.76837 -14.47718 8.09348
H -12.33395 -15.32918 9.78870
Rb -11.08427 -12.11201 7.49411
C -12.05844 -16.81699 6.20369
H -11.55390 -17.67413 6.66352
H -13.98907 -16.50880 5.27501
C -12.41759 -16.99205 11.14928
H -12.03510 -17.79956 10.52891
H -13.51222 -18.21177 5.40165
H -11.25586 -15.58613 7.51600
H -10.04317 -18.48471 7.77422
C -8.55830 -18.64149 9.33032
H -11.92312 -15.84085 4.26877
H -7.09250 -16.27588 6.95738
H -12.09455 -17.20784 12.17512
H -10.45081 -15.73765 5.25252
H -8.18036 -14.48017 7.29172
H -4.92936 -14.95045 7.63989
C -9.13275 -17.97559 8.08248
C -11.27871 -16.38513 4.96044
C -11.95281 -14.57965 11.77482
H -10.21467 -15.48271 9.58772
H -6.59928 -17.69407 9.28810
H -9.29086 -16.91023 8.25750
H -7.83503 -16.82754 10.24786
H -7.13691 -18.27804 10.88722
C -13.47912 -17.24797 5.90278
C -7.03111 -15.41912 4.94539
H -4.74421 -14.57636 5.92244
H -13.50654 -17.02719 11.19006
H -11.66720 -14.98679 12.74617
H -4.67920 -16.24491 6.46674
C -7.45853 -17.81262 9.95453
C -11.84876 -15.66615 10.71024
H -8.08367 -15.66350 4.79722
H -8.16154 -19.61718 9.05529
H -10.89931 -17.27657 4.45848
C -5.17392 -15.28396 6.63189
H -8.42900 -18.05361 7.24456
H -6.42153 -16.11612 4.36532
O -7.27587 -14.22583 7.01580
O -10.43382 -15.89723 10.44027
O -9.59911 -18.79666 10.29363
H -6.83512 -14.42896 4.53345
```

Its frontier orbital gap is 0.2949 Ha. The value obtained for the LUMO energy is -3.85 eV. The value obtained for the HOMO energy is -0.436 hartree. Its net charge is +1. As for the energy above the lowest of the compared OMol25 structures with the same formula, charge and spin: 17.38 kcal/mol.

Atom charges from the Löwdin analysis, given in e for atoms 1 to 4: atom 1 (H): 0.064, atom 2 (O): -0.084, atom 3 (H): 0.044, atom 4 (C): -0.446

=====

Entry 4:
Entry from OMol25: a molecular structure, C12H32Mn2O10 at a distorted geometry (ωB97M-V/def2-TZVPD).

The geometry in XYZ format:
```
56
Properties=species:S:1:pos:R:3
O 2.77288 2.51796 2.80205
H 4.64888 2.78206 3.50058
O -0.84764 0.17880 1.43065
H 5.26148 0.01396 0.91680
H -2.78824 -2.44869 -2.49908
H 1.99940 0.35163 1.21181
H -4.56708 -0.88057 -0.51073
O 3.47570 1.16580 0.08493
H -5.76659 -2.96477 -4.62905
O -2.44175 1.44449 -2.28416
H -3.07613 -1.37377 1.62448
H -3.57916 1.28140 1.06704
C -3.80896 -1.59964 -0.82102
C -0.83788 -1.23164 1.50777
C -4.81313 -2.55023 -4.30170
H 0.91873 2.57179 1.71591
C 2.00120 2.50663 1.60590
C -2.22814 -1.71624 1.03143
O -0.68001 2.62475 -0.53207
Mn -2.55202 3.04297 -1.06830
H -2.27994 0.31978 2.97756
H 2.04237 3.42787 1.02476
H -1.59072 1.84218 2.52633
H 4.63271 1.90620 2.09178
H -3.47139 -0.90834 -2.85213
H -4.71671 -1.57442 -4.77772
O -4.78894 -2.45384 -2.88570
O -0.00325 -0.49890 -1.43956
H 4.27962 -0.91926 2.02470
H -0.57275 0.72385 3.38369
O -3.04120 1.59873 0.31575
H 4.40943 3.74927 2.01750
C 2.20225 1.26911 0.65938
H -4.00454 -3.19863 -4.63914
C 3.48534 -1.25762 -0.47098
H 0.43793 -1.10077 -2.07014
H -2.39982 0.88489 -3.08393
O -2.51122 -1.22824 -0.27652
H -4.08878 -2.53466 -0.33568
C -1.35675 0.78252 2.62870
H 2.61761 -1.49462 0.14466
H 6.01100 -1.40155 1.61188
H 1.34341 1.29756 -0.01120
H -0.02896 -1.58473 0.86818
C 5.05897 -0.99827 1.26677
O 4.73738 -1.70894 0.05590
C 3.55199 0.22044 -0.98490
Mn -1.45269 0.63320 -0.59758
C 4.18489 2.80555 2.51455
H 3.30299 -1.87901 -1.34774
H -0.57928 -1.61719 2.49396
H 4.50857 0.30514 -1.50053
H -2.22045 -2.80599 1.05413
H 2.78750 0.43431 -1.73185
C -3.67925 -1.84345 -2.33206
H 0.10117 3.09118 -0.17606
```

The expectation value of S² is 30.01. Its frontier orbital gap (spin up / spin down) is 0.2191 / 0.2533 Ha. The value obtained for the LUMO energy (spin up / spin down) is -1.04 / -1.14 eV. The value obtained for the HOMO energy (spin up / spin down) is -0.257 / -0.295 hartree. The spin multiplicity is 11.

Atom charges from the Löwdin analysis, given in e for atoms 1 to 4: atom 1 (O): -0.168, atom 2 (H): 0.080, atom 3 (O): -0.271, atom 4 (H): 0.065

=====

Table of molecular weight (g/mol), in record order: 468.047; 600.030; 430.318; 446.254